{"formula": "C18H18N4O4", "method": "wB97M-V/def2-TZVPD", "elements": ["C", "C", "C", "C", "C", "C", "C", "H", "H", "N", "C", "O", "N", "H", "N", "C", "O", "C", "N", "C", "O", "C", "H", "O", "C", "C", "C", "C", "C", "C", "H", "H", "H", "H", "H", "H", "H", "H", "H", "H", "H", "H", "H", "H"], "xyz": [[-4.14, 1.59, -7.03], [-3.59, 1.43, -5.77], [-4.30, 1.60, -4.70], [-3.79, 1.45, -3.28], [-2.44, 1.18, -3.06], [-1.71, 0.73, -4.12], [-2.30, 0.89, -5.29], [-1.46, 0.81, -6.38], [-0.55, 0.40, -4.11], [-1.91, 0.76, -1.85], [-2.33, 0.68, -0.67], [-3.38, 1.21, -0.36], [-1.62, 0.62, 0.48], [-1.89, 0.67, 1.29], [-0.14, 0.36, 0.26], [0.58, 0.96, 1.09], [0.18, 2.06, 1.74], [2.03, 0.55, 0.88], [2.37, -0.67, 1.35], [2.09, -1.94, 0.87], [1.69, -1.79, -0.25], [2.66, -3.27, 1.59], [3.73, -3.30, 1.17], [2.48, -3.26, 2.98], [3.01, -1.87, 3.37], [3.01, -1.94, 4.82], [3.16, -0.65, 5.70], [3.23, 0.35, 4.83], [2.83, 0.43, 3.73], [2.60, -0.68, 2.89], [2.84, 1.42, 3.06], [3.39, 1.45, 5.51], [3.44, -0.86, 6.62], [3.06, -2.82, 5.45], [2.10, -3.90, 1.19], [2.80, 1.19, 1.01], [2.37, 0.49, -0.35], [-0.07, -0.81, -0.04], [-0.90, 0.34, -1.88], [-4.31, 1.39, -2.33], [-5.47, 1.92, -4.60], [-5.15, 1.13, -6.92], [-3.49, 1.05, -7.67], [-4.01, 2.76, -7.15]], "mulliken_charge": [-1.2260, 0.6766, -0.2601, -0.6188, 0.7311, -0.4662, -0.4236, -0.0040, 0.1630, 0.0275, 0.6947, -0.7359, -0.0666, 0.0093, -0.2232, 0.6966, -0.6941, -1.6638, 0.2590, 0.8170, -0.7229, -0.7486, 0.2495, -0.3112, 0.1926, -0.4896, -0.7982, -0.1038, -0.5556, 0.5409, 0.2322, 0.1296, 0.4951, 0.3842, 0.6226, 0.8116, 0.3352, 0.4465, 0.0729, 0.4395, 0.1369, 0.3220, 0.3831, 0.2431], "e_above_lowest_kcal_mol": 401.5, "mol_weight_g_mol": 354.37, "homo_lumo_gap_ev": 8.54, "lumo_ha": 0.00174, "spin_multiplicity": 1, "energy_ha": -1216.1407}